176
Properties=species:S:1:pos:R:3:forces:R:3:lowdin_charge:R:1 method="wB97M-V/def2-TZVPD" relative_energy_kcal_mol=15.3 total_energy_ev=-92442.1992 largest_force_ev_per_a=2.62
H 2.56445 4.12497 3.54381 0.13 0.18 -0.19 0.134
C 7.51915 -3.38195 -0.22894 -0.47 -0.23 0.45 -0.204
H -5.62876 3.29044 3.04177 -0.16 0.35 -0.16 0.094
O 3.57298 3.60626 1.79764 0.10 0.06 -0.05 -0.188
C -1.61510 3.97033 2.09313 -0.67 0.41 -0.62 -0.194
O 0.36859 2.97895 -4.39535 -0.10 -0.13 0.08 -0.179
O -1.53753 -4.85328 3.66632 -0.17 0.23 0.00 -0.177
C -2.60108 -4.19368 4.32513 0.13 0.23 -0.29 -0.208
H 2.29623 1.27809 2.55480 0.18 -0.15 0.11 0.100
H 3.91008 -7.46204 2.47481 0.15 -0.19 -0.05 0.089
H 5.00740 -6.12111 2.13597 -0.14 0.04 -0.12 0.083
C -1.07317 5.03417 5.56238 0.05 -0.55 -0.11 -0.106
O 5.65656 -1.82397 0.04211 -0.50 0.02 0.12 -0.198
H -10.40937 4.15457 0.51861 0.02 -0.27 -0.09 0.087
H -6.81732 3.03378 1.68440 -0.07 0.16 0.31 0.080
H -0.26481 4.69779 6.21031 0.11 0.12 -0.09 0.086
H 0.13322 2.65650 -2.40053 -0.25 0.07 -0.13 0.117
H -2.41987 -4.44819 -3.08723 -0.05 -0.08 -0.27 0.120
C -0.65767 -0.88140 1.32406 -0.66 -0.75 0.12 -0.193
H -3.96280 6.32890 -2.55835 0.11 -0.04 -0.16 0.091
O -9.17440 3.23248 -0.82765 -0.09 -0.17 0.32 -0.176
C -2.39782 -5.38854 -1.19991 0.90 1.78 0.31 -0.186
H -2.92886 2.21603 -3.47920 0.34 0.21 0.09 0.078
C 6.49371 -2.74606 0.69017 0.48 0.71 1.09 -0.215
C -3.19727 -3.11253 -0.96740 1.08 0.26 -0.87 -0.123
H 3.42039 -0.52573 -5.05931 -0.12 -0.06 0.16 0.093
O -3.19216 -4.42800 -0.52053 -1.25 -0.76 0.65 -0.196
C 2.54062 3.39559 2.72351 -0.61 -0.39 0.57 -0.211
C -4.32453 5.48697 -0.14254 0.38 0.13 1.26 -0.230
H -9.54535 5.22962 -0.54963 0.39 0.17 0.28 0.091
O 2.26372 -4.75003 -1.27275 -0.15 -0.51 -0.34 -0.155
C -0.55487 -5.04005 7.07542 -0.43 -0.43 0.43 -0.112
C -1.81797 4.82117 3.32207 0.06 -0.16 0.30 -0.200
H -3.03765 -3.54828 6.31936 0.04 0.33 -0.17 0.125
C -0.14002 0.77179 -3.34012 -0.36 -0.54 0.09 -0.194
H 5.74212 1.24104 3.71305 -0.20 0.14 0.29 0.088
H 6.77112 -0.73283 -1.26164 0.03 0.47 -0.04 0.083
H -4.49073 6.57589 -0.16361 -0.02 -0.03 -0.11 0.136
H -8.56320 1.81871 -2.76635 -0.06 -0.25 0.16 0.130
H 9.20630 -5.12066 -1.13103 -0.22 0.10 -0.01 0.090
O -4.70728 4.87169 -1.32432 -0.09 -0.32 -0.51 -0.176
H -1.91634 1.55868 -4.81566 0.20 0.36 0.18 0.086
C 0.19329 0.09195 0.56049 0.58 0.46 -0.53 -0.216
H -1.64927 5.87556 3.07125 -0.10 -0.02 -0.14 0.134
H 4.94100 1.93248 -1.53038 0.10 0.06 0.02 0.065
H 0.30420 -4.99897 6.40354 0.08 0.09 0.03 0.089
C -6.07013 0.64586 -1.09049 0.48 0.25 0.38 -0.093
H 5.85776 0.57216 -5.16385 0.25 0.22 -0.01 0.129
H -5.86466 -0.42565 -1.11224 -0.28 -0.05 0.06 0.084
C 4.44687 -6.94730 1.67005 0.29 0.39 0.32 -0.123
O -3.92919 -5.88322 -2.96005 -0.11 -0.20 -0.18 -0.170
H 8.24416 -2.61716 -0.52579 0.01 -0.15 -0.42 0.129
H -3.67291 0.36142 1.49383 0.04 -0.29 0.20 0.081
H 1.95942 1.11444 -0.95413 0.18 -0.53 -0.79 0.081
C 3.52726 4.91989 1.29193 -0.17 0.00 -0.67 -0.098
H 2.59168 5.09572 0.73975 -0.08 0.06 0.32 0.085
C 4.79455 1.22748 3.17195 0.73 -1.24 -0.66 -0.127
C -2.66883 0.33678 1.07871 0.22 0.70 -1.32 -0.109
H 6.38044 0.32291 -3.49451 0.31 0.37 0.06 0.122
H -3.53701 -4.76753 4.30157 0.17 -0.24 0.03 0.130
H 0.53801 0.88070 1.24967 -0.08 -0.02 -0.07 0.114
H -0.35307 0.55378 -0.27692 -0.23 0.16 0.31 0.116
C 2.56195 2.00679 3.33346 0.24 -0.32 -0.05 -0.191
C 2.99889 -3.59019 -1.49431 0.23 1.54 0.75 -0.114
H 4.71100 -1.32037 -4.20840 0.13 0.08 0.42 0.092
H -3.25530 5.33805 0.08420 0.00 -0.03 -0.34 0.111
O 4.39133 0.70565 -3.74821 0.44 0.55 0.27 -0.232
H 2.62774 -5.28844 2.05811 -0.22 0.35 -0.06 0.132
H -2.50081 -6.29372 -0.61179 -0.23 -0.32 -0.40 0.129
H 9.30675 -6.06529 0.31531 -0.25 -0.02 0.25 0.087
C -7.87861 3.28319 -1.38186 -0.16 -0.39 -0.37 -0.207
H -8.69342 4.37000 0.83303 0.11 0.29 -0.13 0.072
H -5.04622 -6.70923 -4.43611 0.01 -0.03 0.00 0.086
O -7.43826 0.91584 -1.29685 0.15 -0.55 -0.46 -0.152
H 5.20160 -7.57394 1.19831 -0.23 -0.31 0.03 0.085
O 1.28384 -0.59156 -0.00292 0.24 -1.03 -0.21 -0.199
H 4.64653 0.17770 2.85394 -0.07 0.14 0.06 0.089
H -2.14489 -2.77696 -0.97485 -0.21 0.43 -0.12 0.085
H -0.53440 -5.95136 7.67722 0.29 -0.04 -0.18 0.086
H 6.99541 -2.19834 1.50579 0.31 -0.16 -0.15 0.128
H 7.78833 -6.08247 -0.62866 -0.01 0.02 0.01 0.090
H 3.95740 -3.53370 -0.96269 0.14 -0.46 -0.28 0.070
H -4.16145 4.72935 -3.28604 0.21 -0.26 -0.02 0.086
C 2.36051 0.21960 -0.44177 -1.68 1.47 1.36 -0.072
H 7.04138 -0.27550 0.44193 0.02 -0.36 0.07 0.098
H -2.20377 -5.77872 1.92650 -0.69 0.42 -0.01 0.091
H 1.40791 -3.98665 0.44230 -0.17 -0.08 -0.18 0.123
C -4.18277 -6.05419 -4.34056 -0.21 0.31 0.20 -0.104
C -5.10281 4.92274 1.03665 0.33 -0.54 -0.56 -0.190
H 1.15479 3.38818 -6.19717 -0.13 -0.14 -0.18 0.091
H -2.05196 -3.92832 1.87084 -0.43 -0.17 -0.11 0.077
H 3.15903 -3.40784 -2.55393 -0.02 -0.43 -0.11 0.085
C -2.38454 1.34713 -3.85185 -0.95 -0.61 -0.82 -0.105
C -7.67134 1.99388 -2.16046 -0.12 0.89 -0.09 -0.207
H -1.99888 4.65980 6.01761 -0.13 0.35 -0.07 0.088
H 3.21580 -0.87272 -3.31552 -0.03 -0.19 -0.04 0.068
H 4.07258 2.93027 -2.65679 -0.20 0.46 0.28 0.083
H -6.84025 2.15592 -2.85689 0.08 -0.18 0.04 0.115
H 1.79797 1.96161 4.11087 -0.22 0.12 -0.19 0.133
H 3.03297 -0.40061 -1.01469 0.36 0.20 0.04 0.073
H 0.01831 3.01142 0.29829 0.01 -0.02 0.03 0.069
H -2.65868 -0.14815 0.08951 -0.30 -0.39 0.28 0.087
O 3.54781 -6.49924 0.69103 -0.11 0.30 -0.29 -0.177
H -1.05742 6.12482 5.48878 -0.14 0.02 0.06 0.088
H -1.89460 -6.16138 -3.09464 0.04 0.16 -0.13 0.132
H 1.08691 -5.69992 0.07147 0.07 -0.12 -0.07 0.121
C -2.62581 -5.44838 -2.68683 -0.09 -0.60 0.38 -0.237
H 2.14276 2.28132 -5.24860 -0.08 -0.05 0.13 0.082
H 2.73199 0.73315 0.46050 1.00 -0.57 -0.19 0.080
H -2.41165 1.37215 0.79876 0.06 0.00 0.44 0.076
C -5.77964 2.92076 2.01811 -0.18 -0.49 0.19 -0.114
H -2.80557 -3.24968 3.79609 -0.05 0.05 0.22 0.120
H 3.75011 -4.47076 0.91392 -0.03 0.10 0.31 0.105
H 3.64564 5.66846 2.07913 -0.03 0.00 0.03 0.094
H -2.56932 3.79217 1.57473 -0.01 0.10 0.14 0.097
H -0.67378 -5.02456 1.85021 -0.05 0.23 0.12 0.076
C -2.17089 -3.90766 5.74973 -0.58 -0.16 -0.04 -0.212
H 5.53978 0.18570 -0.29506 -0.13 -0.12 -0.32 0.064
C 6.28973 -0.60344 -0.28799 0.10 -0.13 -0.10 -0.092
H 2.48630 -2.69107 -1.09456 -0.28 -0.29 -0.17 0.080
O -1.74792 -0.24868 1.95658 -0.12 0.14 0.55 -0.168
C 4.96557 2.90923 -2.02660 0.13 -0.59 -0.34 -0.082
H 0.29400 4.59116 -0.49702 0.13 -0.04 0.11 0.091
H 4.95405 1.79433 2.25590 -0.34 0.41 0.12 0.073
C 1.10931 2.54007 -5.51659 0.13 0.25 0.10 -0.099
C 1.85007 -4.92448 0.05968 -0.04 0.65 0.53 -0.210
H -1.39872 -3.13401 5.75796 0.18 -0.16 0.05 0.124
H -7.79451 4.13870 -2.06780 0.14 0.08 0.18 0.131
O 3.74809 1.63191 4.00240 -0.05 0.69 0.08 -0.157
C 0.51894 2.13273 -3.27791 0.86 -0.09 0.32 -0.206
H -3.33098 -6.49768 -4.86489 0.02 -0.01 0.03 0.085
H -0.07960 0.25879 -4.31032 0.05 0.44 -0.18 0.126
H 5.02306 3.67809 -1.26443 -0.22 0.20 -0.09 0.077
O 8.16180 -4.39323 0.51211 0.08 0.14 0.40 -0.182
H -0.53813 -4.21892 7.80264 0.03 0.19 -0.25 0.085
H 1.59248 1.99126 -3.06132 -0.01 -0.04 -0.26 0.105
H -1.05366 -1.68716 0.68814 0.20 0.20 -0.30 0.108
H -4.43497 -5.08747 -4.79355 0.13 -0.06 -0.14 0.088
H -5.74161 1.05446 -0.12827 0.00 -0.11 0.01 0.065
C -3.84776 5.24874 -2.38867 -0.45 0.76 0.65 -0.083
O -1.76866 -5.11082 6.36189 0.24 0.06 0.11 -0.184
H 5.33644 2.95544 -4.77180 -0.20 -0.13 0.12 0.131
H -0.10617 -1.39926 2.11019 0.23 0.29 0.03 0.137
C 5.74859 0.94770 -4.13560 -0.98 -0.83 -0.20 -0.190
H -6.16062 5.17218 0.88719 -0.04 -0.07 0.38 0.122
H 0.64325 1.67414 -5.99414 0.01 0.04 -0.13 0.082
C 6.03251 2.42012 -4.11288 0.88 0.53 0.20 -0.205
H -5.42914 1.11663 -1.84237 -0.11 -0.02 -0.13 0.082
O 6.11555 3.04546 -2.84886 -0.11 -0.22 0.22 -0.171
H -5.59980 1.84592 2.09229 0.25 0.07 -0.35 0.077
H -2.81305 5.07930 -2.08080 0.12 -0.27 -0.42 0.078
H -3.15831 0.60056 -4.10211 0.14 0.02 0.29 0.088
H 1.55323 3.45791 2.23467 0.07 0.34 0.04 0.114
H 6.98655 -3.82487 -1.07877 0.15 0.22 -0.19 0.132
H 7.04007 2.58667 -4.50691 -0.13 -0.18 -0.27 0.131
H -3.78789 -2.45745 -0.33100 0.02 -0.35 0.42 0.083
C -9.44260 4.30651 0.03665 -0.40 0.03 -0.18 -0.113
O -4.91243 3.51373 1.08393 -0.10 -0.05 -0.14 -0.214
C -0.41582 3.99055 0.07228 -0.37 0.21 -0.55 -0.126
H -1.30009 3.86520 -0.57263 0.06 -0.32 0.03 0.080
O -0.77042 4.70739 1.21899 0.50 -0.27 0.44 -0.188
O -1.49325 0.81050 -2.91210 0.28 -0.11 0.25 -0.187
H -1.25473 2.96400 2.34095 0.47 0.20 0.12 0.129
O -0.87683 4.42239 4.30157 -0.05 -0.01 0.13 -0.191
H -1.34421 -5.04484 -1.11084 -0.06 -0.29 0.06 0.124
H -2.85708 4.72847 3.67668 0.17 -0.15 0.22 0.120
H 0.37620 0.07268 -2.67405 -0.07 0.26 0.29 0.115
H 5.91325 -3.48494 1.24527 -0.31 -0.20 -0.60 0.116
H -4.68487 5.29810 1.97718 -0.36 0.61 -0.06 0.122
C 8.61363 -5.45888 -0.26713 0.63 -0.30 -0.55 -0.125
H -3.60015 -2.97746 -1.98101 0.02 -0.20 0.03 0.087
C 2.97273 -5.23592 1.01891 0.48 -0.92 -0.28 -0.197
H 4.31316 5.03499 0.54730 0.24 -0.06 0.21 0.074
H -7.10151 3.32450 -0.60778 -0.05 0.31 0.00 0.105
C 3.92590 -0.56670 -4.08111 -0.37 -0.26 -0.76 -0.115
C -1.68315 -4.87632 2.26046 1.27 -0.58 0.08 -0.097